No. 1
This record from the Open Molecules 2025 dataset describes a molecular structure, C17H17N6O6RuS. The level of theory is the ωB97M-V functional and the def2-TZVPD basis.

Summary:
<S²> = 0.7549
lowest unoccupied orbital energy (alpha / beta) = 0.238 / -0.667 eV
orbital gap (alpha / beta) = 8.15 / 7.58 eV
M = 534.5 g mol⁻¹
multiplicity = 2

Geometry (Å):
Ru -0.956 0.916 -0.694
O -0.549 -5.129 -0.532
C -0.686 -3.787 -0.528
C -0.884 -3.062 0.650
C -1.026 -1.697 0.548
N -0.970 -1.101 -0.635
C -0.752 -1.762 -1.765
C -0.611 -3.131 -1.758
C -0.657 -0.842 -2.977
O -0.500 -1.307 -4.082
O -0.742 0.418 -2.667
C -1.181 -0.709 1.696
O -1.079 -1.093 2.845
O -1.354 0.515 1.299
H -0.622 -5.472 0.365
H -0.924 -3.531 1.625
H -0.436 -3.667 -2.679
O -2.933 1.198 -1.140
N -3.150 2.210 -1.980
C -4.310 2.176 -2.668
C -4.664 3.199 -3.502
C -3.801 4.287 -3.633
C -2.621 4.295 -2.932
C -2.273 3.232 -2.092
S -0.787 3.167 -1.211
H -4.896 1.288 -2.490
H -5.596 3.140 -4.044
H -4.051 5.110 -4.288
H -1.920 5.112 -3.017
C 3.810 -1.826 2.446
C 3.607 -0.493 3.158
C 2.284 -0.461 3.917
C 3.743 0.690 2.198
N 2.776 0.645 1.106
C 1.503 1.021 1.075
N 1.032 0.710 -0.112
N 2.025 0.106 -0.793
N 3.078 0.075 -0.072
H 3.819 -2.640 3.171
H 4.749 -1.851 1.890
H 3.000 -2.021 1.740
H 4.421 -0.354 3.877
H 1.426 -0.634 3.263
H 2.133 0.492 4.428
H 2.265 -1.247 4.672
H 4.724 0.707 1.725
H 3.592 1.633 2.723
H 0.945 1.476 1.876

***

No. 2
This record from the Open Molecules 2025 dataset describes a molecular structure, C21H18N5O2PtSe. The level of theory is the ωB97M-V functional and the def2-TZVPD basis.

Summary:
lowest unoccupied orbital energy = -4.146 eV
charge = +1
orbital gap = 6.07 eV
M = 646.4 g mol⁻¹

Geometry (Å):
Pt 0.009 -0.643 0.561
O 2.904 4.379 4.131
C 3.378 3.962 3.068
O 4.350 4.275 2.371
C 2.559 2.773 2.465
C 2.966 2.188 1.270
C 2.214 1.158 0.747
N 1.118 0.744 1.396
C 0.702 1.281 2.549
C 1.418 2.314 3.117
C -0.540 0.656 3.057
C -1.113 0.989 4.267
C -2.272 0.343 4.671
C -2.830 -0.619 3.848
C -2.215 -0.909 2.645
N -1.096 -0.294 2.253
C 2.458 0.403 -0.501
C 3.560 0.611 -1.308
C 3.722 -0.161 -2.447
C 2.779 -1.130 -2.748
C 1.698 -1.291 -1.904
N 1.529 -0.542 -0.811
H 3.861 2.593 0.812
H 1.154 2.811 4.042
H -0.650 1.743 4.887
H -2.729 0.590 5.620
H -3.731 -1.148 4.123
H -2.616 -1.647 1.965
H 4.283 1.366 -1.038
H 4.582 -0.012 -3.085
H 2.876 -1.762 -3.618
H 0.942 -2.043 -2.080
C -2.646 0.637 -1.432
N -2.382 -0.433 -2.387
C -2.713 -0.366 -3.725
C -2.446 -1.573 -4.263
N -1.946 -2.363 -3.249
C -1.578 -3.769 -3.391
C -1.911 -1.660 -2.103
Se -1.396 -2.404 -0.452
H -2.694 1.577 -1.974
H -1.842 0.680 -0.702
H -3.592 0.455 -0.924
H -3.104 0.531 -4.169
H -2.562 -1.939 -5.267
H -1.452 -3.984 -4.448
H -2.359 -4.406 -2.979
H -0.650 -3.960 -2.859

***

No. 3
This record from the Open Molecules 2025 dataset describes a molecular structure, C18H23ClN2O11PPmSe2 at a distorted geometry. The level of theory is the ωB97M-V functional and the def2-TZVPD basis.

Summary:
<S²> = 6.0049
lowest unoccupied orbital energy (alpha / beta) = -0.229 / -0.222 eV
orbital gap (alpha / beta) = 8.64 / 8.65 eV
M = 812.7 g mol⁻¹
multiplicity = 5

Geometry (Å):
Pm 0.807 0.343 -0.356
Se 2.235 3.679 -2.522
Se 3.125 1.986 -1.219
C 3.217 0.725 -2.719
C 4.341 0.472 -3.485
C 4.187 -0.382 -4.570
C 2.941 -0.929 -4.834
C 1.886 -0.622 -3.987
N 2.028 0.189 -2.949
C 0.387 3.141 -2.631
C -0.565 4.026 -3.134
C -1.853 3.563 -3.303
C -2.144 2.232 -3.012
C -1.142 1.429 -2.503
N 0.097 1.892 -2.283
H 5.287 0.933 -3.245
H 5.034 -0.617 -5.197
H 2.784 -1.587 -5.673
H 0.898 -1.039 -4.129
H -0.287 5.038 -3.382
H -2.624 4.222 -3.669
H -3.129 1.830 -3.184
H -1.309 0.368 -2.284
O 1.948 -2.411 1.011
C 2.135 -1.741 -0.002
O 2.648 -0.557 -0.002
C 1.492 -2.070 -1.356
O 1.969 -2.784 -2.218
O 0.400 -1.390 -1.435
C -0.825 -3.790 4.402
C -0.265 -3.382 3.045
O -0.987 -2.245 2.576
P -0.361 -0.974 1.780
O -1.013 0.200 2.729
C -0.498 0.402 4.036
C -1.332 1.477 4.712
O -1.453 -0.818 0.562
C -2.867 -0.666 0.804
C -3.593 -1.993 0.977
H -0.250 -4.624 4.795
H -1.867 -4.094 4.308
H -0.764 -2.961 5.105
H -0.398 -4.193 2.323
H 0.799 -3.151 3.103
H 0.550 0.716 3.970
H -0.549 -0.542 4.594
H -1.305 2.383 4.111
H -0.928 1.685 5.698
H -2.363 1.145 4.810
H -3.237 -0.125 -0.073
H -3.017 -0.040 1.686
H -3.378 -2.650 0.139
H -4.664 -1.806 1.024
H -3.276 -2.482 1.893
O 0.808 3.388 0.105
Cl 0.197 2.533 1.062
O 1.188 1.588 1.477
O -0.306 3.258 2.140
O -0.840 1.822 0.379

***

No. 4
This record from the Open Molecules 2025 dataset describes a molecular structure, C8H25CrO5 at a distorted geometry. The level of theory is the ωB97M-V functional and the def2-TZVPD basis.

Summary:
<S²> = 6.0194
lowest unoccupied orbital energy (alpha / beta) = -5.917 / -5.869 eV
charge = +1
orbital gap (alpha / beta) = 6.72 / 6.77 eV
M = 253.3 g mol⁻¹
multiplicity = 5

Geometry (Å):
Cr -1.193 -1.350 2.458
O -0.304 -0.526 1.044
H -0.594 0.345 0.742
C -1.266 1.893 -3.217
C -0.650 1.356 -1.962
O -1.150 0.030 -1.731
H -0.852 2.883 -3.421
H -2.348 1.965 -3.123
H -0.973 1.287 -4.073
H -0.880 1.998 -1.101
H 0.439 1.321 -2.069
H -0.916 -0.251 -0.844
C 2.357 -4.317 0.080
C 1.188 -3.417 -0.225
O 1.588 -2.075 -0.238
H 2.041 -5.347 -0.099
H 2.698 -4.208 1.110
H 3.197 -4.087 -0.572
H 0.365 -3.610 0.493
H 0.761 -3.731 -1.186
H 0.928 -1.537 0.210
C -3.321 1.393 0.700
C -3.512 -0.093 0.824
O -3.067 -0.582 2.160
H -3.522 1.673 -0.335
H -2.281 1.691 0.867
H -3.935 1.956 1.400
H -2.959 -0.639 0.065
H -4.566 -0.347 0.725
H -3.751 -0.329 2.791
C 3.707 2.518 0.925
C 2.782 1.334 0.872
O 1.455 1.791 1.187
H 4.731 2.262 0.669
H 3.707 2.914 1.946
H 3.327 3.341 0.320
H 3.097 0.575 1.596
H 2.802 0.885 -0.127
H 0.870 1.034 1.138

***

- Among the records above, which one has the highest M?
  C18H23ClN2O11PPmSe2